Entry 1:
Here is C34H25CrFO7S as an isolated structure in a non-equilibrium geometry from the OMol25 dataset. Energies are from ωB97M-V/def2-TZVPD.

Element x y z (Å)
1 C 3.227 1.819 -3.645
2 C 2.641 0.444 -3.876
3 O 1.227 0.507 -3.597
4 C 0.631 -0.723 -3.660
5 C -0.787 -0.558 -3.562
6 F -1.534 -1.657 -3.570
7 S -1.630 1.033 -3.335
8 C -3.379 0.632 -3.537
9 C -4.058 1.009 -4.701
10 C -5.410 0.685 -4.850
11 C -6.073 -0.012 -3.835
12 C -5.386 -0.405 -2.682
13 C -4.035 -0.084 -2.532
14 O -1.435 1.419 -1.960
15 O -1.304 1.929 -4.427
16 O 1.229 -1.779 -3.797
17 H 4.279 1.815 -3.953
18 H 2.699 2.585 -4.226
19 H 3.195 2.082 -2.579
20 H 2.782 0.127 -4.922
21 H 3.114 -0.299 -3.216
22 H -3.523 1.541 -5.485
23 H -5.935 0.980 -5.761
24 H -7.132 -0.252 -3.943
25 H -5.892 -0.963 -1.891
26 H -3.488 -0.388 -1.641
27 O 1.723 4.871 1.524
28 C 1.581 4.088 2.377
29 Cr 1.243 2.846 3.756
30 C 0.028 2.034 2.575
31 O -0.769 1.632 1.825
32 C -0.222 3.892 4.323
33 O -1.166 4.521 4.595
34 C 2.666 3.427 5.300
35 C 3.358 2.997 4.164
36 C 3.053 1.763 3.573
37 C 2.090 0.893 4.132
38 C 1.657 -0.282 3.350
39 C 1.229 -1.068 2.506
40 C 0.673 -1.922 1.534
41 C -0.784 -2.083 1.590
42 C -1.478 -1.566 2.727
43 C -2.869 -1.608 2.829
44 C -3.642 -2.215 1.830
45 C -3.000 -2.759 0.713
46 C -1.603 -2.700 0.607
47 C 1.616 -2.525 0.592
48 C 3.011 -2.465 0.894
49 C 3.981 -2.977 0.029
50 C 3.617 -3.590 -1.178
51 C 2.263 -3.657 -1.513
52 C 1.293 -3.144 -0.646
53 C 1.375 1.361 5.265
54 C 1.675 2.602 5.850
55 H 2.859 4.417 5.720
56 H 4.099 3.643 3.695
57 H 3.535 1.469 2.635
58 H -0.901 -1.113 3.536
59 H -3.361 -1.158 3.696
60 H -4.730 -2.257 1.921
61 H -3.601 -3.234 -0.073
62 H -1.147 -3.158 -0.258
63 H 3.328 -1.994 1.828
64 H 5.039 -2.888 0.286
65 H 4.376 -3.984 -1.859
66 H 1.968 -4.097 -2.470
67 H 0.265 -3.206 -0.967
68 H 0.548 0.761 5.659
69 H 1.100 2.948 6.710

Properties
DFT total energy (eV): -91958.559
Multiplicity: 4
Total charge: +1

Entry 2:
Here is C34H25HfIN4O2S2Si as an isolated structure from the OMol25 dataset. Energies are from ωB97M-V/def2-TZVPD.

Element x y z (Å)
1 Hf -1.191 -1.917 -1.293
2 C -5.379 -0.033 -0.646
3 C -4.686 -0.254 0.661
4 N -5.243 0.185 1.766
5 C -4.624 -0.010 2.944
6 C -3.419 -0.656 3.075
7 C -2.785 -0.859 4.435
8 O -3.585 -0.434 5.513
9 C -2.787 -1.118 1.900
10 C -1.507 -1.792 1.965
11 N -0.870 -2.125 0.908
12 C 0.370 -2.795 0.792
13 C 1.020 -3.548 1.763
14 C 2.232 -4.111 1.410
15 C 2.759 -3.921 0.130
16 C 2.060 -3.201 -0.827
17 C 0.823 -2.628 -0.522
18 I -2.042 -4.378 -2.211
19 C -3.433 -0.919 0.671
20 O -2.937 -1.322 -0.486
21 H -6.316 0.490 -0.472
22 H -5.574 -0.983 -1.145
23 H -4.752 0.552 -1.320
24 H -5.124 0.394 3.813
25 H -1.862 -0.275 4.504
26 H -2.508 -1.913 4.562
27 H -4.379 -0.977 5.544
28 H -1.069 -2.006 2.940
29 H 0.604 -3.694 2.751
30 H 2.778 -4.706 2.129
31 H 3.711 -4.372 -0.120
32 H 2.475 -3.111 -1.826
33 S -0.685 0.792 -0.694
34 C -0.583 1.649 -2.246
35 C -0.416 3.027 -2.255
36 C -0.259 3.714 -3.448
37 C -0.046 5.133 -3.421
38 N 0.113 6.269 -3.382
39 C -0.302 3.002 -4.655
40 C -0.510 1.634 -4.642
41 C -0.653 0.929 -3.443
42 S -0.921 -0.795 -3.548
43 C -0.130 3.681 -5.910
44 N 0.008 4.223 -6.911
45 H -0.394 3.581 -1.327
46 H -0.554 1.094 -5.577
47 C 2.205 -0.768 4.086
48 C 1.115 0.092 4.030
49 C 0.807 0.737 2.843
50 C 1.570 0.516 1.691
51 C 2.650 -0.364 1.758
52 C 2.974 -0.989 2.954
53 Si 1.215 1.507 0.164
54 C 2.479 1.482 -1.192
55 C 2.623 0.378 -2.034
56 C 3.541 0.399 -3.072
57 C 4.325 1.525 -3.282
58 C 4.191 2.631 -2.456
59 C 3.270 2.610 -1.418
60 H 2.461 -1.255 5.018
61 H 0.529 0.284 4.919
62 H -0.025 1.432 2.816
63 H 3.259 -0.544 0.880
64 H 3.824 -1.656 2.997
65 H 0.938 2.899 0.573
66 H 1.999 -0.496 -1.893
67 H 3.635 -0.457 -3.726
68 H 5.035 1.545 -4.098
69 H 4.792 3.513 -2.626
70 H 3.160 3.485 -0.789

Properties
DFT total energy (eV): -84679.761
Total charge: 0

Entry 3:
Here is C34H25N3O11PYb as an isolated structure from the OMol25 dataset. Energies are from ωB97M-V/def2-TZVPD.

Element x y z (Å)
1 Yb -0.481 -0.070 0.081
2 O 5.592 -1.129 2.013
3 C 4.264 -0.971 1.716
4 C 3.463 -0.083 2.418
5 C 2.136 0.034 2.041
6 N 1.643 -0.657 1.022
7 C 2.396 -1.542 0.378
8 C 3.728 -1.743 0.694
9 C 1.674 -2.323 -0.724
10 O 2.317 -3.163 -1.349
11 O 0.451 -2.000 -0.870
12 C 1.127 0.904 2.796
13 O 1.538 1.518 3.785
14 O -0.036 0.868 2.309
15 H 5.819 -0.488 2.693
16 H 3.819 0.512 3.249
17 H 4.310 -2.465 0.140
18 N -2.153 1.664 0.799
19 C -1.860 3.012 0.299
20 C -0.398 3.163 -0.143
21 O -0.019 4.267 -0.534
22 O 0.301 2.097 -0.108
23 H -3.143 1.462 0.745
24 H -1.848 1.578 1.766
25 H -2.068 3.791 1.041
26 H -2.486 3.208 -0.574
27 O -2.798 1.884 -2.783
28 C -1.614 1.553 -2.670
29 O -1.180 0.555 -2.018
30 C -0.538 2.413 -3.331
31 C -0.981 3.458 -4.138
32 C -0.093 4.293 -4.790
33 C 1.269 4.085 -4.633
34 C 1.717 3.051 -3.828
35 C 0.834 2.203 -3.161
36 P 1.549 0.802 -2.163
37 C 2.043 -0.243 -3.605
38 C 1.167 -1.270 -3.947
39 C 1.409 -2.063 -5.059
40 C 2.533 -1.849 -5.842
41 C 3.416 -0.830 -5.507
42 C 3.166 -0.034 -4.400
43 C 3.149 1.515 -1.626
44 C 3.185 2.797 -1.070
45 C 4.340 3.259 -0.458
46 C 5.470 2.454 -0.377
47 C 5.436 1.175 -0.911
48 C 4.281 0.711 -1.526
49 H -2.052 3.591 -4.222
50 H -0.457 5.104 -5.411
51 H 1.986 4.729 -5.129
52 H 2.783 2.910 -3.707
53 H 0.308 -1.468 -3.319
54 H 0.722 -2.866 -5.294
55 H 2.727 -2.479 -6.702
56 H 4.301 -0.652 -6.107
57 H 3.861 0.764 -4.157
58 H 2.301 3.424 -1.086
59 H 4.344 4.250 -0.022
60 H 6.367 2.817 0.113
61 H 6.298 0.522 -0.836
62 H 4.261 -0.302 -1.915
63 O -2.084 -3.708 1.794
64 C -1.945 -2.692 1.117
65 O -1.419 -1.588 1.469
66 C -2.487 -2.710 -0.308
67 C -2.821 -3.910 -0.932
68 C -3.327 -3.857 -2.213
69 C -3.505 -2.617 -2.815
70 C -3.133 -1.478 -2.123
71 N -2.621 -1.525 -0.890
72 H -2.663 -4.830 -0.390
73 H -3.579 -4.768 -2.744
74 H -3.908 -2.528 -3.816
75 H -3.230 -0.489 -2.552

Properties
DFT total energy (eV): -103487.290
Multiplicity: 2
Total charge: -2

Entry 4:
Here is C34H26BrI2N2O4PPt as an isolated structure in a non-equilibrium geometry from the OMol25 dataset. Energies are from ωB97M-V/def2-TZVPD.

Element x y z (Å)
1 Pt -0.189 -0.294 0.271
2 I 1.380 -5.040 -2.238
3 C 2.361 -3.766 -0.937
4 C 3.673 -4.053 -0.534
5 C 4.353 -3.227 0.322
6 I 6.292 -3.742 0.877
7 C 3.721 -2.068 0.837
8 C 4.331 -1.153 1.725
9 C 3.630 -0.087 2.196
10 C 2.302 0.094 1.795
11 N 1.702 -0.714 0.947
12 C 2.390 -1.796 0.444
13 C 1.675 -2.627 -0.506
14 O 0.514 -2.277 -0.865
15 H 4.152 -4.948 -0.910
16 H 5.355 -1.319 2.034
17 H 4.075 0.623 2.879
18 H 1.721 0.913 2.188
19 O -5.505 -0.855 -1.686
20 C -4.320 -1.137 -2.241
21 C -4.334 -1.949 -3.379
22 C -3.156 -2.311 -3.996
23 C -1.930 -1.871 -3.495
24 C -1.916 -1.057 -2.383
25 C -3.091 -0.670 -1.726
26 C -3.093 0.197 -0.515
27 O -4.161 0.531 0.000
28 O -1.979 0.645 0.027
29 H -5.304 -0.250 -0.925
30 H -5.294 -2.282 -3.751
31 H -3.187 -2.942 -4.876
32 H -1.000 -2.172 -3.959
33 H -0.960 -0.726 -2.003
34 Br -5.838 -3.874 1.444
35 C -4.125 -3.112 1.323
36 C -3.745 -2.124 2.215
37 C -2.483 -1.583 2.077
38 N -1.620 -1.965 1.129
39 C -2.000 -2.932 0.284
40 C -3.247 -3.534 0.346
41 H -4.419 -1.758 2.975
42 H -2.151 -0.796 2.741
43 H -1.271 -3.212 -0.466
44 H -3.521 -4.293 -0.372
45 C -0.498 2.438 -1.644
46 P 0.242 1.779 -0.128
47 C 2.020 2.124 -0.393
48 C 2.757 3.019 0.377
49 C 4.096 3.259 0.086
50 C 4.705 2.605 -0.972
51 C 3.982 1.695 -1.735
52 C 2.649 1.452 -1.444
53 C -0.236 2.910 1.201
54 C -0.466 2.434 2.488
55 C -0.808 3.311 3.508
56 C -0.922 4.669 3.247
57 C -0.696 5.151 1.965
58 C -0.358 4.274 0.944
59 H 0.153 3.205 -2.059
60 H -1.482 2.844 -1.419
61 H -0.615 1.635 -2.371
62 H 2.291 3.534 1.208
63 H 4.660 3.958 0.690
64 H 5.744 2.801 -1.204
65 H 4.458 1.172 -2.554
66 H 2.096 0.721 -2.026
67 H -0.396 1.369 2.677
68 H -1.002 2.932 4.503
69 H -1.195 5.353 4.040
70 H -0.786 6.210 1.758
71 H -0.182 4.660 -0.053

Properties
DFT total energy (eV): -145631.707
Total charge: 0